(1)
{"formula": "C4H16ClNO4", "method": "wB97M-V/def2-TZVPD", "homo_lumo_gap_ev": 8.8, "e_homo_ev": -9.40, "elements": ["Cl", "O", "O", "O", "O", "N", "C", "C", "C", "C", "H", "H", "H", "H", "H", "H", "H", "H", "H", "H", "H", "H", "H", "H", "H", "H"], "positions_angstrom": [[-29.697, -12.343, -4.368], [-30.048, -10.022, -1.891], [-26.979, -13.965, -3.200], [-24.801, -14.552, -1.168], [-31.811, -8.460, -0.294], [-32.113, -13.957, -3.880], [-24.683, -13.984, -2.464], [-31.447, -10.212, -1.878], [-25.867, -13.139, -2.823], [-31.988, -9.849, -0.523], [-26.217, -12.563, -1.959], [-31.429, -10.427, 0.225], [-25.318, -15.357, -1.254], [-29.727, -10.370, -2.733], [-31.343, -13.273, -4.195], [-32.531, -14.370, -4.712], [-31.916, -9.552, -2.621], [-31.678, -11.258, -2.119], [-23.772, -13.395, -2.568], [-24.588, -14.802, -3.189], [-31.635, -14.668, -3.331], [-33.043, -10.139, -0.444], [-32.852, -13.487, -3.365], [-25.671, -12.451, -3.652], [-32.204, -8.261, 0.559], [-27.670, -13.398, -3.567]]}

---

(2)
{"formula": "C4H16InO6", "method": "wB97M-V/def2-TZVPD", "homo_lumo_gap_ev": [3.8, 3.7], "e_homo_ev": [-25.18, -25.13], "charge": 4, "spin_multiplicity": 2, "relative_energy_ev": 1.284, "s_squared": 0.76, "elements": ["In", "O", "O", "O", "O", "O", "O", "C", "C", "C", "C", "H", "H", "H", "H", "H", "H", "H", "H", "H", "H", "H", "H", "H", "H", "H", "H"], "positions_angstrom": [[-1.004, -0.262, -1.024], [0.879, -0.024, 1.211], [-0.611, -2.768, 0.561], [3.281, 3.840, -0.055], [-2.347, -0.890, -3.566], [0.759, 2.136, -1.065], [-2.716, -0.794, 1.592], [-1.204, -2.694, 1.864], [1.969, 2.312, -1.743], [3.069, 2.518, -0.669], [-2.637, -2.184, 1.812], [4.061, 2.230, -1.019], [-3.159, -2.764, 1.050], [1.444, -0.768, 1.418], [-3.076, -2.400, 2.786], [-3.464, -0.405, 2.052], [2.770, 3.950, 0.750], [-0.688, -1.934, 2.450], [-3.134, -0.801, -4.102], [1.947, 3.232, -2.328], [-1.246, -3.608, 2.455], [1.115, 0.643, 1.855], [2.095, 1.489, -2.446], [-1.781, -1.479, -4.065], [2.992, 1.779, 0.129], [0.095, -3.368, 0.813], [0.594, 3.014, -0.715]]}

---

(3)
{"formula": "C4H16N2O2", "method": "wB97M-V/def2-TZVPD", "homo_lumo_gap_ev": 11.8, "e_homo_ev": -18.03, "charge": 2, "relative_energy_ev": 0.021, "elements": ["O", "O", "N", "N", "C", "C", "C", "C", "H", "H", "H", "H", "H", "H", "H", "H", "H", "H", "H", "H", "H", "H", "H", "H"], "positions_angstrom": [[-3.547, -0.791, 2.021], [1.515, -2.467, 0.169], [2.320, -0.152, -1.100], [-2.233, 0.334, -0.058], [1.499, 1.016, -0.700], [-0.754, 0.288, 0.190], [0.026, 0.906, -0.974], [2.111, 2.058, -0.170], [-2.770, -0.064, 0.762], [1.891, -2.685, 1.033], [-4.164, -1.530, 1.952], [-3.764, -0.343, 2.849], [-0.504, -0.756, 0.384], [-0.171, 0.349, -1.896], [2.015, -1.061, -0.655], [3.179, 2.071, 0.000], [-0.573, 0.842, 1.110], [-2.567, 1.287, -0.220], [1.536, 2.927, 0.112], [2.313, -0.278, -2.117], [3.301, -0.004, -0.847], [-0.348, 1.917, -1.145], [1.474, -3.302, -0.317], [-2.492, -0.189, -0.897]]}

---

(4)
{"formula": "C4H16N2O3", "method": "wB97M-V/def2-TZVPD", "homo_lumo_gap_ev": 9.5, "e_homo_ev": -9.02, "smiles": "NC[C@H](N)CCO.O.O", "relative_energy_ev": 1.717, "elements": ["O", "O", "O", "N", "N", "C", "C", "C", "C", "H", "H", "H", "H", "H", "H", "H", "H", "H", "H", "H", "H", "H", "H", "H", "H"], "positions_angstrom": [[0.797, 0.415, 2.932], [-1.828, -1.934, -0.599], [-2.463, 0.707, 1.196], [-0.083, -0.527, -2.773], [1.313, -1.096, -0.443], [0.037, 0.583, -1.867], [0.538, 0.962, 0.523], [1.475, 0.852, 1.744], [1.065, 0.320, -0.750], [-0.448, -0.413, -3.706], [0.291, -0.379, 2.733], [0.497, -1.389, 0.040], [-0.465, 0.625, 0.787], [0.247, 2.007, 0.366], [-1.973, -1.010, -0.349], [0.075, 1.564, -2.367], [0.752, -1.083, -2.882], [-0.944, 0.823, -1.420], [2.043, 0.760, -0.975], [1.888, 1.823, 1.991], [-2.463, 0.281, 2.062], [2.146, 0.035, 1.487], [-2.930, 1.539, 1.285], [-1.010, -1.833, -1.113], [1.765, -1.650, -1.145]]}